# 1
Density functional theory data (wB97M-V/def2-TZVPD) for an isolated molecule of C3H5ClS at a distorted geometry.

Each atom is followed by the atoms it is bonded to, with distances in Å.
Geometry (Å):
1 S 1.97 1.96 0.25  C2 2.028, H6 1.614
2 C 1.05 0.15 0.24  S1 2.028, C3 1.672, H7 1.068, H8 1.223
3 C -0.61 0.07 0.48  C2 1.672, C4 1.430, H9 0.967
4 C -1.21 -0.81 -0.46  C3 1.430, Cl5 1.775, H10 1.030
5 Cl -2.60 -1.90 -0.27  C4 1.775
6 H 0.52 2.14 -0.44  S1 1.614
7 H 1.50 -0.49 0.97  C2 1.068
8 H 1.05 -0.56 -0.75  C2 1.223
9 H -1.12 0.47 1.20  C3 0.967
10 H -0.54 -1.02 -1.21  C4 1.030

Values from the calculation:
**Kohn-Sham gap**: 9.473 eV
**SMILES**: SC/C=C/Cl
**F_max**: 9.30 eV Å⁻¹
**Total energy**: -26545.6701 eV
**Energy relative to the best compared isomer or geometry (same formula, charge and spin)**: 318.6 kJ/mol
**Lowest unoccupied orbital energy**: 0.1 eV

# 2
Density functional theory data (wB97M-V/def2-TZVPD) for a 11-piece molecular cluster, C43H107NO21 overall at a distorted geometry.

Each atom is followed by the atoms it is bonded to, with distances in Å.
Geometry (Å):
1 C 0.43 0.95 0.34  N2 1.447, H6 1.090, H7 1.090, H8 1.090
2 N 0.26 0.36 1.65  C1 1.447, C3 1.338, H9 1.010
3 C 0.18 -0.94 1.95  N2 1.338, C4 1.544, O5 1.186
4 C -0.18 -1.21 3.42  C3 1.544, H10 1.090, H11 1.090, H12 1.090
5 O 0.49 -1.79 1.18  C3 1.186
6 H -0.38 1.60 -0.01  C1 1.090
7 H 0.39 0.20 -0.45  C1 1.090
8 H 1.27 1.66 0.33  C1 1.090
9 H 0.26 1.08 2.36  N2 1.010
10 H -0.78 -0.39 3.79  C4 1.090
11 H 0.72 -1.38 4.01  C4 1.090
12 H -0.80 -2.11 3.51  C4 1.090
13 C -0.56 -4.96 -4.82  O14 1.472, H19 1.090, H20 1.090, H21 1.090
14 O 0.41 -3.96 -5.31  C13 1.472, C15 1.402
15 C 1.07 -3.20 -4.33  O14 1.402, C16 1.543, H22 1.090, H23 1.090
16 C 2.12 -4.10 -3.64  C15 1.543, O17 1.377, H24 1.090, H25 1.090
17 O 3.06 -4.45 -4.59  C16 1.377, C18 1.402
18 C 4.22 -5.17 -4.28  O17 1.402, H26 1.090, H27 1.090, H28 1.090
19 H -0.36 -5.96 -5.20  C13 1.090
20 H -1.44 -4.53 -5.29  C13 1.090
21 H -0.79 -4.93 -3.75  C13 1.090
22 H 0.22 -2.88 -3.72  C15 1.090
23 H 1.55 -2.37 -4.85  C15 1.090
24 H 1.63 -4.86 -3.03  C16 1.090
25 H 2.55 -3.43 -2.89  C16 1.090
26 H 4.50 -5.06 -3.24  C18 1.090
27 H 5.05 -4.99 -4.97  C18 1.090
28 H 4.03 -6.22 -4.49  C18 1.090
29 C -0.84 -7.11 5.83  O30 1.479, H35 1.090, H36 1.090, H37 1.090
30 O 0.44 -7.54 5.24  C29 1.479, C31 1.397
31 C 1.12 -8.58 5.86  O30 1.397, C32 1.520, H38 1.090, H39 1.090
32 C 1.53 -8.45 7.32  C31 1.520, O33 1.416, H40 1.090, H41 1.090
33 O 0.43 -8.47 8.21  C32 1.416, C34 1.412
34 C 0.84 -8.24 9.55  O33 1.412, H42 1.090, H43 1.090, H44 1.090
35 H -1.46 -7.97 6.11  C29 1.090
36 H -1.54 -6.62 5.15  C29 1.090
37 H -0.66 -6.40 6.63  C29 1.090
38 H 2.01 -8.79 5.27  C31 1.090
39 H 0.53 -9.49 5.69  C31 1.090
40 H 2.12 -7.55 7.52  C32 1.090
41 H 2.14 -9.32 7.56  C32 1.090
42 H 1.24 -9.11 10.08  C34 1.090
43 H -0.11 -8.14 10.08  C34 1.090
44 H 1.32 -7.28 9.70  C34 1.090
45 C 6.08 0.07 2.11  O46 1.422, H51 1.090, H52 1.090, H53 1.090
46 O 6.89 -1.02 1.70  C45 1.422, C47 1.423
47 C 6.48 -2.33 2.08  O46 1.423, C48 1.522, H54 1.090, H55 1.090
48 C 6.10 -3.31 0.97  C47 1.522, O49 1.418, H56 1.090, H57 1.090
49 O 6.16 -4.66 1.37  C48 1.418, C50 1.474
50 C 4.91 -5.11 2.03  O49 1.474, H58 1.090, H59 1.090, H60 1.090
51 H 5.19 0.07 1.48  C45 1.090
52 H 6.71 0.95 2.05  C45 1.090
53 H 5.77 -0.12 3.14  C45 1.090
54 H 5.62 -2.26 2.75  C47 1.090
55 H 7.39 -2.73 2.52  C47 1.090
56 H 6.76 -3.20 0.10  C48 1.090
57 H 5.11 -3.00 0.64  C48 1.090
58 H 3.96 -5.14 1.49  C50 1.090
59 H 4.73 -4.53 2.93  C50 1.090
60 H 5.17 -6.10 2.38  C50 1.090
61 C -2.13 2.68 -9.41  O62 1.444, H67 1.090, H68 1.090, H69 1.090
62 O -0.76 2.57 -8.96  C61 1.444, C63 1.411
63 C -0.04 3.76 -9.16  O62 1.411, C64 1.560, H70 1.090, H71 1.090
64 C -0.44 4.80 -8.06  C63 1.560, O65 1.442, H72 1.090, H73 1.090
65 O 0.11 4.41 -6.79  C64 1.442, C66 1.429
66 C -0.70 3.39 -6.21  O65 1.429, H74 1.090, H75 1.090, H76 1.090
67 H -2.59 3.66 -9.24  C61 1.090
68 H -2.72 1.83 -9.06  C61 1.090
69 H -2.15 2.64 -10.50  C61 1.090
70 H -0.04 4.18 -10.16  C63 1.090
71 H 1.04 3.70 -9.06  C63 1.090
72 H -1.52 4.98 -8.07  C64 1.090
73 H 0.07 5.74 -8.27  C64 1.090
74 H -0.76 3.62 -5.15  C66 1.090
75 H -0.22 2.41 -6.28  C66 1.090
76 H -1.70 3.04 -6.50  C66 1.090
77 C 3.07 -1.15 11.42  O78 1.448, H83 1.090, H84 1.090, H85 1.090
78 O 3.23 -1.24 9.99  C77 1.448, C79 1.433
79 C 3.39 -2.61 9.59  O78 1.433, C80 1.656, H86 1.090, H87 1.090
80 C 4.20 -2.57 8.15  C79 1.656, O81 1.415, H88 1.090, H89 1.090
81 O 5.60 -2.42 8.28  C80 1.415, C82 1.422
82 C 6.00 -1.24 8.97  O81 1.422, H90 1.090, H91 1.090, H92 1.090
83 H 2.67 -0.22 11.84  C77 1.090
84 H 4.01 -1.24 11.96  C77 1.090
85 H 2.52 -2.01 11.80  C77 1.090
86 H 2.38 -3.00 9.53  C79 1.090
87 H 3.93 -3.22 10.32  C79 1.090
88 H 3.67 -1.88 7.49  C80 1.090
89 H 4.01 -3.49 7.59  C80 1.090
90 H 5.59 -1.33 9.98  C82 1.090
91 H 5.63 -0.39 8.40  C82 1.090
92 H 7.09 -1.25 9.00  C82 1.090
93 C -6.44 -6.88 1.63  O94 1.385, H99 1.090, H100 1.090, H101 1.090
94 O -7.17 -6.21 0.67  C93 1.385, C95 1.462
95 C -6.49 -5.08 0.05  O94 1.462, C96 1.576, H102 1.090, H103 1.090
96 C -7.04 -3.72 0.63  C95 1.576, O97 1.411, H104 1.090, H105 1.090
97 O -6.28 -3.18 1.69  C96 1.411, C98 1.438
98 C -5.09 -2.42 1.40  O97 1.438, H106 1.090, H107 1.090, H108 1.090
99 H -6.73 -7.93 1.62  C93 1.090
100 H -6.53 -6.45 2.63  C93 1.090
101 H -5.38 -6.91 1.35  C93 1.090
102 H -6.59 -5.23 -1.02  C95 1.090
103 H -5.40 -5.07 0.05  C95 1.090
104 H -8.06 -3.90 0.96  C96 1.090
105 H -7.12 -3.07 -0.25  C96 1.090
106 H -5.12 -1.96 0.42  C98 1.090
107 H -4.18 -2.99 1.54  C98 1.090
108 H -4.96 -1.67 2.19  C98 1.090
109 C 7.53 7.28 -5.92  O110 1.448, H115 1.090, H116 1.090, H117 1.090
110 O 6.49 6.29 -5.75  C109 1.448, C111 1.436
111 C 6.02 5.97 -4.43  O110 1.436, C112 1.504, H118 1.090, H119 1.090
112 C 5.08 4.79 -4.48  C111 1.504, O113 1.426, H120 1.090, H121 1.090
113 O 5.76 3.61 -4.04  C112 1.426, C114 1.461
114 C 4.89 2.44 -4.10  O113 1.461, H122 1.090, H123 1.090, H124 1.090
115 H 8.46 7.03 -5.41  C109 1.090
116 H 7.20 8.23 -5.51  C109 1.090
117 H 7.93 7.43 -6.93  C109 1.090
118 H 5.55 6.79 -3.88  C111 1.090
119 H 6.92 5.80 -3.85  C111 1.090
120 H 4.74 4.79 -5.51  C112 1.090
121 H 4.36 4.77 -3.66  C112 1.090
122 H 5.27 1.47 -3.78  C114 1.090
123 H 4.57 2.42 -5.14  C114 1.090
124 H 3.99 2.60 -3.50  C114 1.090
125 C -5.03 8.75 -4.74  O126 1.363, H131 1.090, H132 1.090, H133 1.090
126 O -4.19 8.23 -3.80  C125 1.363, C127 1.373
127 C -2.84 8.24 -4.00  O126 1.373, C128 1.542, H134 1.090, H135 1.090
128 C -2.07 8.28 -2.66  C127 1.542, O129 1.409, H136 1.090, H137 1.090
129 O -0.75 7.90 -2.95  C128 1.409, C130 1.445
130 C 0.16 7.99 -1.84  O129 1.445, H138 1.090, H139 1.090, H140 1.090
131 H -6.02 9.02 -4.34  C125 1.090
132 H -5.33 8.04 -5.51  C125 1.090
133 H -4.68 9.59 -5.33  C125 1.090
134 H -2.56 9.00 -4.74  C127 1.090
135 H -2.62 7.30 -4.51  C127 1.090
136 H -2.53 7.69 -1.87  C128 1.090
137 H -2.11 9.29 -2.25  C128 1.090
138 H 0.70 7.06 -1.65  C130 1.090
139 H -0.34 8.20 -0.89  C130 1.090
140 H 0.91 8.76 -2.04  C130 1.090
141 C -0.15 3.20 5.92  O142 1.415, H147 1.090, H148 1.090, H149 1.090
142 O -0.62 3.47 4.62  C141 1.415, C143 1.438
143 C -1.91 4.08 4.56  O142 1.438, C144 1.552, H150 1.090, H151 1.090
144 C -2.38 4.33 3.10  C143 1.552, O145 1.393, H152 1.090, H153 1.090
145 O -1.85 5.56 2.71  C144 1.393, C146 1.426
146 C -2.17 6.79 3.35  O145 1.426, H154 1.090, H155 1.090, H156 1.090
147 H 0.14 4.10 6.46  C141 1.090
148 H 0.76 2.63 5.72  C141 1.090
149 H -0.77 2.59 6.57  C141 1.090
150 H -2.02 4.90 5.27  C143 1.090
151 H -2.41 3.16 4.86  C143 1.090
152 H -3.43 4.32 2.80  C144 1.090
153 H -2.05 3.52 2.44  C144 1.090
154 H -1.37 7.52 3.20  C146 1.090
155 H -2.17 6.83 4.44  C146 1.090
156 H -3.15 6.96 2.92  C146 1.090
157 C -8.17 -2.11 -6.89  O158 1.432, H163 1.090, H164 1.090, H165 1.090
158 O -7.72 -0.81 -6.49  C157 1.432, C159 1.445
159 C -7.60 -0.54 -5.08  O158 1.445, C160 1.504, H166 1.090, H167 1.090
160 C -6.74 0.66 -4.77  C159 1.504, O161 1.402, H168 1.090, H169 1.090
161 O -6.95 1.01 -3.43  C160 1.402, C162 1.399
162 C -6.22 2.04 -2.83  O161 1.399, H170 1.090, H171 1.090, H172 1.090
163 H -7.37 -2.80 -7.14  C157 1.090
164 H -8.78 -1.97 -7.78  C157 1.090
165 H -8.93 -2.62 -6.31  C157 1.090
166 H -7.26 -1.37 -4.46  C159 1.090
167 H -8.60 -0.31 -4.70  C159 1.090
168 H -6.93 1.44 -5.51  C160 1.090
169 H -5.69 0.37 -4.83  C160 1.090
170 H -6.62 3.00 -3.16  C162 1.090
171 H -5.15 2.06 -3.01  C162 1.090
172 H -6.29 1.96 -1.74  C162 1.090

Values from the calculation:
**Kohn-Sham gap**: 9.174 eV
**SMILES**: CNC(C)=O.COCCOC.COCCOC.COCCOC.COCCOC.COCCOC.COCCOC.COCCOC.COCCOC.COCCOC.COCCOC
**F_max**: 3.39 eV Å⁻¹
**Total energy**: -90793.6682 eV
**Energy relative to the best compared isomer or geometry (same formula, charge and spin)**: 718.0 kJ/mol
**Lowest unoccupied orbital energy**: 0.0 eV

# 3
Density functional theory data (wB97M-V/def2-TZVPD) for an isolated molecule of C3H2N2O2 at a distorted geometry.

Each atom is followed by the atoms it is bonded to, with distances in Å.
Geometry (Å):
1 C -0.14 -0.54 0.95  C2 1.469, C3 1.310, H8 1.041
2 C -0.56 -0.83 -0.43  C1 1.469, N4 1.296, H9 1.025
3 C 0.40 0.60 1.31  C1 1.310, O6 1.165
4 N -0.06 0.11 -1.17  C2 1.296, N5 1.246, O7 1.308
5 N 0.36 1.26 -0.93  N4 1.246, O7 1.498
6 O 0.78 1.63 1.70  C3 1.165
7 O 0.03 0.76 -2.30  N4 1.308, N5 1.498
8 H -0.01 -1.25 1.70  C1 1.041
9 H -0.79 -1.75 -0.82  C2 1.025

Values from the calculation:
**Kohn-Sham gap**: 8.943 eV
**F_max**: 3.99 eV Å⁻¹
**Total energy**: -10210.4835 eV
**Energy relative to the best compared isomer or geometry (same formula, charge and spin)**: 743.5 kJ/mol
**Lowest unoccupied orbital energy**: 0.5 eV